Entry 1:
{
  "formula": "C17H25FeN9SbSe5",
  "method": "ωB97M-V/def2-TZVPD",
  "homo_ev": [-5.88, -7.64],
  "fmax_ev_per_a": 0.920,
  "homo_lumo_gap_ev": [5.217, 6.794],
  "spin_multiplicity": 6,
  "e_lumo_ha": [-0.024, -0.031],
  "elements": ["Fe", "N", "C", "C", "N", "C", "C", "N", "C", "C", "N", "H", "H", "H", "H", "H", "H", "C", "N", "C", "C", "C", "N", "C", "C", "H", "H", "H", "H", "H", "H", "H", "H", "H", "H", "H", "H", "H", "H", "H", "H", "Se", "Sb", "Se", "Se", "Se", "Se", "N", "C", "C", "C", "C", "N", "C", "N", "H", "H", "H"],
  "positions_angstrom": [[-0.2068, -0.1238, -0.1876], [-1.7315, 3.6495, -1.7903], [-2.4119, 3.8530, -0.6084], [-2.1165, 2.7831, 0.1816], [-1.2746, 1.9438, -0.4929], [-1.0581, 2.4802, -1.6612], [-0.1864, 1.7951, -2.5966], [0.4006, 0.6669, -2.2587], [1.0884, 0.2578, -3.3776], [0.9481, 1.1706, -4.3748], [0.1359, 2.1552, -3.8567], [-1.7490, 4.2641, -2.5832], [-3.0309, 4.7173, -0.4494], [-2.4470, 2.5662, 1.1842], [1.6396, -0.6628, -3.4112], [1.3310, 1.2077, -5.3780], [-0.1882, 2.9663, -4.3498], [-0.8723, -3.1095, 0.3082], [0.1192, -2.4293, -0.5461], [-0.1808, -2.8220, -1.9343], [1.4415, -2.9802, -0.1598], [2.6550, -2.3504, -0.8175], [3.0306, -1.0901, -0.2024], [3.9339, -0.3300, -1.0523], [3.7300, -1.3328, 1.0575], [-0.7896, -4.1979, 0.1926], [-1.8745, -2.7986, 0.0281], [-0.7025, -2.8511, 1.3521], [-0.0230, -3.9006, -2.0613], [0.4498, -2.2920, -2.6396], [-1.2141, -2.5805, -2.1607], [1.4328, -4.0552, -0.3882], [1.5297, -2.8847, 0.9220], [2.4612, -2.1909, -1.8800], [3.4889, -3.0722, -0.7656], [4.8571, -0.8913, -1.2714], [4.2081, 0.5912, -0.5386], [3.4599, -0.0629, -1.9930], [3.9570, -0.3854, 1.5431], [3.1258, -1.9142, 1.7474], [4.6766, -1.8703, 0.8804], [-0.1644, 2.5864, 5.0248], [1.5410, 1.4119, 3.9417], [0.4606, -0.3517, 2.4416], [1.3220, 1.6643, 1.2806], [3.7669, 1.0416, 4.5633], [-3.4604, -0.4398, -2.8870], [-4.8754, -0.4010, -1.7578], [-4.3655, -0.3728, -0.5234], [-5.0681, -0.2842, 0.6903], [-4.3397, -0.2269, 1.8761], [-2.9496, -0.2536, 1.8635], [-2.2417, -0.3608, 0.7291], [-2.9241, -0.4204, -0.4264], [-2.2269, -0.5092, -1.5496], [-6.1491, -0.2461, 0.6859], [-4.8487, -0.1433, 2.8264], [-2.3782, -0.1776, 2.7802]]
}

Entry 2:
{
  "formula": "C17H25N2O2Tc",
  "method": "ωB97M-V/def2-TZVPD",
  "homo_ev": [-18.51, -19.04],
  "total_charge": 3,
  "fmax_ev_per_a": 0.445,
  "homo_lumo_gap_ev": [5.990, 6.030],
  "spin_multiplicity": 4,
  "e_lumo_ha": [-0.460, -0.478],
  "elements": ["Tc", "C", "C", "C", "C", "C", "C", "C", "C", "C", "C", "N", "C", "C", "C", "C", "C", "N", "H", "H", "H", "H", "H", "H", "H", "H", "H", "H", "H", "H", "H", "H", "H", "H", "H", "O", "H", "H", "C", "C", "O", "H", "H", "H", "H", "H", "H"],
  "positions_angstrom": [[0.0209, -1.3893, -1.2478], [-0.0050, 1.8974, 3.7627], [0.8561, 1.6242, 2.5197], [0.1819, 2.0698, 1.2493], [0.1172, 3.4202, 0.9767], [-0.3915, 3.8997, -0.2286], [-0.8587, 3.0172, -1.2249], [-0.8376, 1.6698, -1.0136], [-1.5376, 0.7913, -2.0240], [-3.0453, 0.6975, -1.8145], [-0.3381, 1.1728, 0.2472], [-0.3674, -0.1832, 0.3943], [-0.5678, -0.8484, 1.5493], [-0.6027, -2.2134, 1.4159], [-0.8724, -3.2966, 2.2698], [-0.8806, -4.4503, 1.4863], [-0.6328, -4.0672, 0.1765], [-0.4398, -2.7097, 0.0910], [0.5369, 1.6083, 4.6609], [-0.9500, 1.3494, 3.7467], [-0.2467, 2.9562, 3.8397], [1.1494, 0.5742, 2.4766], [1.7884, 2.1874, 2.6016], [0.5092, 4.1282, 1.6966], [-0.4205, 4.9669, -0.4112], [-1.2679, 3.4335, -2.1376], [-1.2055, -0.3139, -2.0443], [-1.2819, 1.1138, -3.0342], [-3.2900, 0.3411, -0.8141], [-3.5070, 0.0468, -2.5547], [-3.4636, 1.6985, -1.9296], [-0.7723, -0.3140, 2.4683], [-1.0537, -3.2354, 3.3335], [-1.0574, -5.4614, 1.8190], [-0.5877, -4.6919, -0.7030], [0.1238, -2.8007, -2.8864], [-0.5584, -2.9474, -3.5592], [0.7611, -3.5265, -2.9690], [3.0500, -0.2792, -0.3557], [2.9469, -0.1712, -1.8444], [1.4962, -0.3450, -2.2550], [4.1077, -0.2456, -0.0870], [2.6799, -1.2383, 0.0242], [2.5538, 0.5450, 0.1541], [3.4925, -0.9530, -2.3678], [3.2251, 0.8066, -2.2291], [1.4427, -0.3343, -3.2241]]
}

Entry 3:
{
  "formula": "C17H25N3O3S",
  "method": "ωB97M-V/def2-TZVPD",
  "homo_ev": -9.17,
  "fmax_ev_per_a": 4.505,
  "homo_lumo_gap_ev": 9.677,
  "e_lumo_ha": 0.019,
  "elements": ["C", "C", "C", "C", "C", "C", "O", "N", "C", "C", "O", "C", "N", "C", "O", "C", "C", "C", "C", "S", "C", "C", "C", "N", "H", "H", "H", "H", "H", "H", "H", "H", "H", "H", "H", "H", "H", "H", "H", "H", "H", "H", "H", "H", "H", "H", "H", "H", "H"],
  "positions_angstrom": [[-1.5011, 4.7575, 2.6484], [-0.6796, 3.5384, 2.8937], [-0.7136, 3.2541, 4.3893], [-1.0390, 2.3318, 2.1085], [0.0622, 1.8583, 1.4144], [-0.1295, 0.5683, 0.6898], [-1.2224, 0.0628, 0.6180], [0.9961, -0.0535, 0.1397], [0.9442, -1.3555, -0.6386], [0.8468, -2.6085, 0.1153], [-0.6033, -2.6853, 0.3968], [1.2024, -3.7457, -0.9814], [0.1902, -3.7651, -2.0531], [0.3743, -3.7336, -3.4080], [1.5124, -3.6236, -3.8593], [-0.8292, -4.0448, -4.2074], [-2.0932, -4.1865, -3.7471], [-3.0198, -4.4428, -4.8145], [-2.4655, -4.2390, -6.0463], [-0.7924, -3.8141, -5.9003], [1.3075, 2.7521, 1.4895], [1.7062, 3.1652, 0.1355], [2.4835, 2.0613, 2.2642], [0.7320, 3.7760, 2.3195], [-1.1178, 5.5791, 3.1798], [-2.6144, 4.5061, 2.8664], [-1.4418, 5.0761, 1.5702], [-0.8859, 4.1515, 5.0066], [-1.3153, 2.3694, 4.7507], [0.2943, 2.8134, 4.6534], [-2.0089, 1.7139, 2.1775], [1.8603, 0.4448, 0.3964], [1.8913, -1.4325, -1.1943], [0.0809, -1.2890, -1.3616], [1.5443, -2.6522, 1.0553], [-0.9695, -1.8099, 0.4802], [1.2542, -4.6817, -0.4945], [2.2018, -3.4558, -1.3567], [-0.7756, -3.5612, -1.6246], [-2.4121, -4.4712, -2.7800], [-4.0347, -4.7928, -4.6137], [-2.9129, -4.5945, -6.9268], [2.2268, 4.1448, 0.2999], [0.8332, 3.3648, -0.5714], [2.2589, 2.4491, -0.4121], [3.3882, 2.7102, 2.0818], [2.2076, 2.0287, 3.3741], [2.6075, 1.0416, 1.8487], [0.5704, 4.5194, 1.6280]]
}

Entry 4:
{
  "formula": "C17H25N4O4Pd",
  "method": "ωB97M-V/def2-TZVPD",
  "homo_ev": [-17.43, -17.44],
  "total_charge": 3,
  "fmax_ev_per_a": 0.812,
  "homo_lumo_gap_ev": [6.483, 6.437],
  "e_lumo_ha": [-0.402, -0.404],
  "elements": ["Pd", "C", "N", "C", "C", "O", "C", "O", "C", "C", "O", "N", "C", "C", "H", "H", "H", "H", "H", "H", "H", "H", "H", "H", "H", "H", "H", "H", "H", "H", "N", "C", "N", "C", "C", "C", "C", "C", "C", "H", "H", "H", "H", "H", "H", "C", "C", "O", "H", "H", "H"],
  "positions_angstrom": [[0.5252, -0.0988, -0.1612], [-4.0757, -0.6340, 0.2280], [-3.4442, -0.0109, -0.9509], [-4.2952, 0.4996, -2.0423], [-2.1477, 0.0889, -0.9883], [-1.4452, -0.3743, -0.0192], [-1.4630, 0.6981, -2.1936], [-0.0732, 0.9919, -1.9217], [0.3388, 2.3742, -2.0464], [0.6600, 2.9561, -0.6688], [0.6377, 2.1695, 0.3030], [0.9500, 4.2353, -0.5805], [1.2175, 4.8543, 0.7223], [0.9312, 5.1604, -1.7175], [-5.1356, -0.7452, 0.0297], [-3.9323, -0.0021, 1.1025], [-3.6331, -1.6106, 0.4091], [-5.2828, 0.0647, -1.9340], [-3.9042, 0.2002, -3.0127], [-4.3856, 1.5842, -1.9846], [-1.9756, 1.5965, -2.5318], [-1.4878, -0.0314, -3.0078], [-0.4446, 2.9341, -2.5536], [1.2247, 2.3797, -2.6824], [1.1943, 4.0999, 1.4991], [0.4570, 5.6086, 0.9214], [2.1934, 5.3359, 0.6952], [1.0182, 4.6404, -2.6671], [1.7827, 5.8315, -1.6286], [0.0175, 5.7549, -1.7069], [0.8778, -2.0366, 3.4549], [0.8990, -0.9675, 2.6626], [0.7927, -1.3220, 1.3869], [0.6639, -2.7162, 1.3519], [0.5049, -3.5999, 0.2845], [0.4160, -4.9410, 0.5977], [0.4813, -5.3957, 1.9279], [0.6375, -4.5271, 2.9873], [0.7271, -3.1751, 2.6667], [0.9151, -2.0071, 4.4648], [0.9648, 0.0479, 3.0224], [0.4374, -3.2565, -0.7418], [0.2849, -5.6651, -0.1949], [0.4026, -6.4565, 2.1222], [0.6822, -4.8800, 4.0088], [4.2679, -1.9778, 0.4230], [3.5774, -0.9294, -0.2536], [3.1123, -0.0748, -0.8032], [5.2914, -1.6063, 0.5873], [4.2804, -2.8589, -0.2325], [3.7609, -2.2056, 1.3670]]
}

Entry 5:
{
  "formula": "C17H26F4O14S",
  "method": "ωB97M-V/def2-TZVPD",
  "homo_ev": -9.81,
  "fmax_ev_per_a": 1.290,
  "homo_lumo_gap_ev": 10.302,
  "e_lumo_ha": 0.018,
  "elements": ["C", "C", "O", "C", "O", "O", "S", "O", "O", "C", "F", "F", "C", "F", "F", "H", "H", "H", "H", "H", "H", "H", "H", "C", "C", "C", "O", "C", "O", "O", "H", "H", "H", "H", "H", "H", "C", "C", "C", "O", "C", "O", "O", "H", "H", "H", "H", "H", "H", "C", "C", "C", "O", "C", "O", "O", "H", "H", "H", "H", "H", "H"],
  "positions_angstrom": [[5.0991, -1.6713, -0.3843], [3.5962, -1.5061, -0.6168], [2.8972, -2.6887, -0.2085], [3.0311, -0.3487, 0.2153], [2.8659, 0.8718, -0.5218], [1.6677, 0.7247, -1.2825], [0.4693, 1.6620, -0.5903], [0.7196, 1.6095, 0.8203], [-0.8735, 0.5529, -0.9510], [-0.8687, -0.6860, -0.4106], [-1.0365, -0.6310, 0.9421], [0.2665, -1.3541, -0.6501], [-2.0569, -1.5290, -0.9496], [-2.4946, -1.0809, -2.1349], [-1.6867, -2.8225, -1.0316], [5.6439, -1.0011, -1.0490], [5.3555, -1.4243, 0.6469], [5.4160, -2.6980, -0.5662], [3.3875, -1.3465, -1.6741], [3.4740, -3.2111, 0.3580], [2.0597, -0.6623, 0.5867], [3.6377, -0.1036, 1.0879], [-2.8719, -1.4433, -0.2266], [-3.1590, 1.9689, 4.4777], [-3.8704, 0.9676, 3.6076], [-3.7063, 1.1699, 2.1192], [-4.9066, 0.5750, 1.6046], [-5.8569, 0.6732, 2.5690], [-7.0088, 0.4409, 2.4076], [-5.3017, 1.0747, 3.7391], [-3.4219, 1.8200, 5.5243], [-2.0797, 1.8637, 4.3691], [-3.4463, 2.9863, 4.2099], [-3.5879, -0.0501, 3.8932], [-2.8299, 0.6782, 1.7088], [-3.6945, 2.2258, 1.8388], [-0.9383, -4.0188, 2.3541], [0.1013, -4.8418, 1.6379], [0.2166, -6.2746, 2.1055], [1.5850, -6.5742, 1.7905], [2.2769, -5.4066, 1.8211], [3.4617, -5.3213, 1.7806], [1.4295, -4.3576, 1.9084], [-0.8672, -2.9777, 2.0401], [-1.9422, -4.3828, 2.1359], [-0.7803, -4.0436, 3.4334], [-0.0538, -4.7933, 0.5567], [-0.4525, -6.9579, 1.5894], [0.0781, -6.3739, 3.1848], [-0.2432, 6.4954, -5.3496], [0.8338, 5.9340, -4.4610], [1.8026, 4.9817, -5.1281], [2.2193, 4.1637, -4.0228], [1.2171, 4.1607, -3.1231], [1.1586, 3.4355, -2.1769], [0.2816, 5.0782, -3.4367], [-0.9576, 7.0729, -4.7648], [0.1937, 7.1450, -6.1075], [-0.7956, 5.6946, -5.8423], [1.3712, 6.7420, -3.9574], [2.6588, 5.4735, -5.5809], [1.3167, 4.3403, -5.8663]]
}